(1)
{"formula": "C17H20N2O10S", "method": "the ωB97M-V functional and the def2-TZVPD basis", "symbols": ["C", "S", "O", "O", "C", "C", "C", "C", "C", "C", "C", "O", "N", "N", "C", "O", "H", "H", "H", "H", "H", "H", "H", "H", "C", "C", "C", "O", "C", "O", "O", "H", "H", "H", "H", "H", "H", "C", "C", "C", "O", "C", "O", "O", "H", "H", "H", "H", "H", "H"], "coordinates": [[1.39494, -1.90194, 3.70306], [1.56566, -0.34493, 2.86190], [1.89702, 0.62784, 3.85899], [0.38740, -0.14592, 2.05185], [2.92997, -0.62587, 1.75240], [2.95320, -1.83457, 1.07327], [3.96230, -2.15562, 0.16550], [5.00467, -1.27209, -0.04666], [4.97520, -0.07653, 0.64515], [3.95765, 0.28276, 1.51722], [4.24916, 1.66815, 2.01281], [3.52783, 2.46808, 2.51400], [5.65436, 1.91415, 1.68983], [5.83397, 3.29608, 1.31408], [5.96856, 1.02191, 0.61379], [6.87513, 1.17184, -0.15895], [0.92138, -2.64768, 3.07251], [2.38201, -2.20707, 4.04779], [0.78547, -1.67540, 4.57782], [2.15921, -2.55373, 1.22976], [3.90513, -3.09147, -0.37025], [5.80677, -1.47545, -0.74344], [6.83170, 3.46853, 1.29876], [5.50932, 3.41354, 0.35786], [-1.83108, -0.21924, -2.33764], [-0.60417, -0.63523, -1.57443], [0.31763, 0.49092, -1.16548], [1.58897, -0.17571, -1.10706], [1.54404, -1.22837, -1.95267], [2.50084, -1.87980, -2.24127], [0.28835, -1.43903, -2.38933], [-2.40696, -1.09168, -2.64439], [-2.45171, 0.41968, -1.72200], [-1.55080, 0.32449, -3.24177], [-0.87744, -1.23778, -0.70375], [0.07701, 0.92656, -0.19957], [0.37325, 1.27550, -1.92354], [-8.31725, 0.66855, -0.97357], [-6.96150, 0.60165, -1.62534], [-6.01676, -0.43478, -1.05939], [-4.73165, 0.14061, -1.33863], [-4.89688, 1.49053, -1.38583], [-4.00591, 2.27418, -1.41493], [-6.20944, 1.80765, -1.39236], [-8.90589, 1.48057, -1.39816], [-8.85576, -0.26696, -1.12475], [-8.22081, 0.85605, 0.09635], [-7.06189, 0.48031, -2.70768], [-6.10264, -1.40867, -1.53450], [-6.11956, -0.54459, 0.02262]], "nbo_charge": [-0.8852, 2.1922, -0.9112, -0.9556, -0.3192, -0.1745, -0.1558, -0.1344, -0.1421, -0.0401, 0.6540, -0.4639, -0.3335, -0.6255, 0.6560, -0.5358, 0.2392, 0.2468, 0.2647, 0.2235, 0.2395, 0.2421, 0.3682, 0.3442, -0.6312, 0.0680, -0.0989, -0.5032, 0.9781, -0.6028, -0.4958, 0.2192, 0.2499, 0.2144, 0.1863, 0.2346, 0.1825, -0.6269, 0.0649, -0.0938, -0.5024, 0.9723, -0.5713, -0.4900, 0.2325, 0.2229, 0.2212, 0.1845, 0.2059, 0.1861], "smiles": "CS(=O)(=O)c1cccc2c1C(=O)N(N)C2=O.C[C@@H]1COC(=O)O1.C[C@@H]1COC(=O)O1", "orbital_gap_ha": 0.3583, "homo_energy_ev": -10.02}

***

(2)
{"formula": "C17H20N2O3", "method": "the ωB97M-V functional and the def2-TZVPD basis", "symbols": ["O", "C", "N", "C", "C", "C", "C", "C", "O", "C", "C", "C", "C", "O", "C", "C", "C", "C", "C", "C", "C", "N", "H", "H", "H", "H", "H", "H", "H", "H", "H", "H", "H", "H", "H", "H", "H", "H", "H", "H", "H", "H"], "coordinates": [[0.16990, 3.48688, 1.53519], [0.42495, 2.34342, 1.19337], [1.00112, 1.43373, 2.01438], [1.26455, 1.71548, 3.41188], [0.57018, 0.74155, 4.30378], [1.03816, -0.33392, 5.00231], [-0.08584, -0.91083, 5.64224], [-1.15073, -0.14733, 5.27860], [-0.76494, 0.85113, 4.47031], [0.13925, 1.87744, -0.16938], [0.29192, 0.68015, -0.83312], [-0.18166, 0.86898, -2.15338], [-0.24867, -0.07627, -3.27058], [-0.62939, 0.26894, -4.37007], [0.14360, -1.51143, -2.96137], [-1.02618, -2.18445, -2.22786], [-0.68963, -3.63801, -1.90884], [-0.36424, -4.40426, -3.18706], [0.79341, -3.73856, -3.92473], [0.46255, -2.28414, -4.24036], [-0.60495, 2.19054, -2.23405], [-0.40895, 2.77259, -1.04696], [1.15452, 0.49424, 1.68762], [0.89500, 2.73058, 3.58614], [2.34146, 1.67804, 3.60630], [2.05420, -0.66687, 5.06203], [-0.09395, -1.77029, 6.28018], [-2.19302, -0.20845, 5.52072], [0.69754, -0.22587, -0.42862], [1.02217, -1.51109, -2.30899], [-1.90928, -2.14783, -2.86963], [-1.25755, -1.64017, -1.30960], [-1.53388, -4.10536, -1.39732], [0.17085, -3.67378, -1.23565], [-1.24452, -4.41729, -3.83329], [-0.10925, -5.43858, -2.94638], [1.00344, -4.27756, -4.85052], [1.69172, -3.78155, -3.30309], [-0.40042, -2.23338, -4.90626], [1.30162, -1.80842, -4.75227], [-1.02586, 2.70122, -3.07687], [-0.61304, 3.72377, -0.77620]], "nbo_charge": [-0.6392, 0.6558, -0.5946, -0.2733, 0.2541, -0.3026, -0.3192, 0.0944, -0.3927, -0.0052, -0.2293, -0.2548, 0.5988, -0.5575, -0.3195, -0.3889, -0.3936, -0.3964, -0.3941, -0.3930, 0.0452, -0.4591, 0.3971, 0.2583, 0.2114, 0.2256, 0.2294, 0.2048, 0.2165, 0.2045, 0.2067, 0.2114, 0.2091, 0.1897, 0.1952, 0.2063, 0.2092, 0.1890, 0.2152, 0.2134, 0.2304, 0.4418], "smiles": "O=C(NCc1ccco1)c1cc(C(=O)C2CCCCC2)c[nH]1", "orbital_gap_ha": 0.3430, "e_above_lowest_kj_mol": 127.3, "homo_energy_ev": -8.78}

***

(3)
{"formula": "C17H20N2O4S", "method": "the ωB97M-V functional and the def2-TZVPD basis", "symbols": ["C", "H", "O", "C", "C", "C", "C", "C", "C", "H", "H", "H", "C", "N", "C", "C", "O", "C", "H", "H", "H", "C", "H", "H", "S", "O", "C", "C", "O", "N", "C", "C", "C", "H", "H", "H", "H", "H", "H", "H", "H", "H", "H", "H"], "coordinates": [[-1.25307, -4.89504, -3.06342], [-1.65014, -5.76647, -2.54518], [-1.38347, -3.82456, -2.16106], [-0.94569, -2.59435, -2.53770], [-1.07642, -1.58506, -1.58626], [-0.66060, -0.29378, -1.87841], [-0.10679, 0.00242, -3.12560], [0.02070, -1.00204, -4.06100], [-0.39293, -2.29573, -3.78061], [-0.27646, -3.05695, -4.53596], [0.44887, -0.78515, -5.02889], [0.21597, 1.00800, -3.34580], [-0.77866, 0.73021, -0.86578], [-1.36989, 0.61891, 0.28661], [-1.17586, 1.81354, 0.91860], [-0.44938, 2.63447, 0.09662], [-0.20674, 1.94440, -1.04370], [0.04832, 4.02491, 0.24128], [0.68655, 4.26993, -0.60304], [0.61628, 4.12035, 1.16449], [-0.78370, 4.72872, 0.27212], [-1.63344, 2.04306, 2.29729], [-2.42121, 1.34826, 2.57277], [-1.95268, 3.07280, 2.45209], [-0.24047, 1.78623, 3.51804], [0.93181, 2.46643, 2.93356], [0.03113, -0.02227, 3.26299], [0.59960, -0.52969, 1.93235], [0.24031, -1.60187, 1.50069], [1.54532, 0.27067, 1.41287], [2.28449, 0.06664, 0.20503], [3.53733, -0.76883, 0.22762], [2.32105, -1.24866, -0.50480], [1.75549, -2.06137, -0.08163], [2.32119, -1.22740, -1.58442], [4.39163, -0.42726, -0.33639], [3.78802, -1.26045, 1.15481], [2.30478, 0.96513, -0.40360], [1.69399, 1.16919, 1.86956], [0.73284, -0.30397, 4.05186], [-0.91909, -0.51847, 3.44874], [-1.47434, -1.81340, -0.61234], [-0.20540, -5.07773, -3.32434], [-1.83135, -4.72561, -3.97810]], "nbo_charge": [-0.2518, 0.2018, -0.4870, 0.2898, -0.1630, -0.1061, -0.2196, -0.1951, -0.2951, 0.2174, 0.2138, 0.2210, 0.4854, -0.4507, 0.0170, 0.2970, -0.4085, -0.6768, 0.2348, 0.2588, 0.2255, -0.6063, 0.2497, 0.2399, 1.2584, -1.0067, -0.7078, 0.6911, -0.6264, -0.6350, -0.0687, -0.4287, -0.4243, 0.2581, 0.2190, 0.2107, 0.2166, 0.2077, 0.4387, 0.2505, 0.2541, 0.2509, 0.1757, 0.1744], "orbital_gap_ha": 0.3202, "e_above_lowest_kj_mol": 331.9, "homo_energy_ev": -8.08}